# C31H67BNO10PS

6 unconnected molecules or ions with the total composition C31H67BNO10PS (the ωB97M-V functional and the def2-TZVPD basis, the OMol25 dataset).

Each line ends with the Löwdin charge.
Cartesian coordinates (Å):
C -4.037 -0.835 -0.726  -0.149
C -3.931 -0.457 0.745  -0.526
S -2.367 -0.883 1.546  0.864
C -1.250 0.422 0.989  -0.555
P 0.503 -0.341 0.381  0.928
C 1.242 -0.125 2.057  -0.266
C 0.436 -0.698 3.232  -0.263
C 1.346 -1.076 4.399  -0.217
C 0.578 -1.349 5.689  -0.212
C -0.259 -2.624 5.669  -0.290
N 0.560 -3.838 5.631  -0.003
C 0.702 1.034 -0.827  -0.252
C 0.667 2.448 -0.209  -0.226
C -0.394 3.387 -0.802  -0.191
C -0.965 4.375 0.216  -0.174
C -2.311 5.010 -0.172  -0.229
O -3.125 4.196 -0.999  -0.195
C -3.754 3.139 -0.312  -0.116
C 2.253 -1.234 -0.226  -0.185
C 2.227 -1.739 -1.624  -0.598
O 2.072 -1.071 -2.620  0.079
O 2.341 -3.094 -1.696  0.081
B -0.366 -2.002 -0.215  -0.838
O -0.930 -1.945 -1.445  0.151
O -0.179 -3.212 0.408  0.126
H -5.084 -0.861 -1.031  0.073
H -3.607 -1.818 -0.905  0.059
H -3.521 -0.118 -1.365  0.063
H -4.690 -0.976 1.332  0.064
H -4.103 0.609 0.893  0.052
H -1.163 1.170 1.780  0.033
H -1.699 0.914 0.125  0.031
H 2.240 -0.555 2.068  0.076
H 1.367 0.952 2.193  0.093
H -0.131 -1.578 2.919  0.063
H -0.298 0.031 3.580  0.105
H 1.909 -1.970 4.112  0.107
H 2.070 -0.275 4.567  0.116
H 1.270 -1.400 6.536  0.112
H -0.093 -0.508 5.885  0.112
H -0.878 -2.641 6.570  0.100
H -0.951 -2.595 4.821  0.101
H 0.298 -4.464 4.883  0.056
H 1.544 -3.631 5.525  0.053
H 1.642 0.864 -1.338  0.068
H -0.080 0.908 -1.579  0.102
H 0.529 2.404 0.874  0.072
H 1.650 2.895 -0.367  0.112
H 0.071 3.953 -1.615  0.121
H -1.204 2.815 -1.256  0.096
H -1.037 3.890 1.195  0.101
H -0.270 5.208 0.351  0.109
H -2.148 5.928 -0.735  0.114
H -2.853 5.265 0.742  0.108
H -3.734 2.244 -0.937  0.075
H -4.798 3.388 -0.094  0.092
H -3.247 2.909 0.631  0.081
H 2.425 -2.068 0.457  0.079
H 3.075 -0.522 -0.120  0.097
H 2.095 -3.338 -2.605  0.098
H -1.097 -2.822 -1.813  0.121
H -0.139 -3.142 1.365  0.081
C 0.455 -6.672 -5.181  -0.017
C 1.425 -5.627 -4.706  -0.494
O 1.219 -4.440 -4.852  0.048
C 2.657 -6.132 -4.002  -0.016
H -0.395 -6.198 -5.665  0.085
H 0.941 -7.364 -5.871  0.089
H 0.123 -7.224 -4.301  0.053
H 3.241 -6.771 -4.666  0.088
H 2.364 -6.721 -3.130  0.088
H 3.277 -5.295 -3.685  0.070
C -1.421 9.176 0.214  -0.013
C -1.997 8.568 1.467  -0.485
O -1.849 7.395 1.729  0.039
C -2.747 9.496 2.386  -0.016
H -0.898 8.418 -0.363  0.078
H -2.217 9.616 -0.390  0.087
H -0.730 9.978 0.479  0.089
H -3.585 9.953 1.857  0.085
H -2.082 10.297 2.716  0.089
H -3.111 8.949 3.252  0.084
C 5.144 -3.567 -8.416  -0.027
C 4.658 -4.124 -7.099  -0.498
O 4.878 -5.271 -6.780  0.062
C 3.882 -3.187 -6.213  -0.017
H 5.685 -4.332 -8.967  0.079
H 4.297 -3.215 -9.006  0.084
H 5.795 -2.708 -8.240  0.083
H 2.984 -2.839 -6.726  0.094
H 4.484 -2.311 -5.963  0.091
H 3.584 -3.700 -5.304  0.050
C -2.408 -6.477 -0.856  -0.016
C -1.470 -7.590 -1.253  -0.489
O -0.876 -7.573 -2.306  0.061
C -1.304 -8.720 -0.267  -0.021
H -2.444 -5.727 -1.642  0.079
H -3.408 -6.877 -0.679  0.086
H -2.069 -6.017 0.074  0.084
H -2.269 -9.192 -0.074  0.086
H -0.936 -8.333 0.684  0.086
H -0.607 -9.456 -0.660  0.082
C 0.085 6.712 4.108  -0.018
C 0.942 7.910 4.431  -0.498
O 0.583 9.033 4.158  0.062
C 2.269 7.648 5.101  -0.026
H -0.826 7.057 3.631  0.049
H 0.620 6.042 3.430  0.088
H -0.145 6.154 5.018  0.088
H 2.881 6.997 4.474  0.084
H 2.111 7.129 6.049  0.084
H 2.789 8.586 5.277  0.080

- multiplicity = 1
- E (a.u.) = -2792.97158
- SMILES = CCSCP(CCCCCN)(CCCCCOC)(CC(=O)O)B(O)O.CC(C)=O.CC(C)=O.CC(C)=O.CC(C)=O.CC(C)=O
- total charge = 0

***

# C31H70BO9S

7 unconnected molecules or ions with the total composition C31H70BO9S at a distorted geometry (the ωB97M-V functional and the def2-TZVPD basis, the OMol25 dataset).

Each line ends with the Löwdin charge.
Cartesian coordinates (Å):
C -2.761 -0.832 -2.947  -0.041
C -4.005 -0.142 -2.229  -0.159
O -3.470 0.579 -1.064  0.001
B -3.532 1.947 -1.259  -0.763
O -4.617 2.694 -0.797  0.147
S -2.155 2.937 -2.111  1.211
C -0.703 2.785 -0.937  -0.343
O -1.024 1.819 0.053  -0.171
C -0.194 1.996 1.192  -0.181
C -0.461 3.180 2.027  0.029
C 0.292 3.446 3.254  -0.241
C -0.067 4.711 4.078  -0.060
C 1.318 2.481 3.619  -0.007
C 1.599 1.271 2.737  0.009
C 0.833 1.011 1.506  -0.090
C 1.172 -0.289 0.709  -0.311
C 2.756 -0.516 0.799  -0.074
C 0.831 -0.266 -0.821  -0.075
H -2.725 -0.501 -4.019  0.084
H -1.798 -0.533 -2.464  0.061
H -2.895 -1.935 -2.838  0.089
H -4.697 -0.946 -1.863  0.125
H -4.521 0.580 -2.922  0.130
H -4.693 2.448 0.151  0.146
H -1.811 2.392 -3.331  0.034
H -0.577 3.816 -0.508  0.113
H 0.253 2.550 -1.482  0.124
H -1.260 3.910 1.748  0.122
H 0.200 5.601 3.448  0.087
H 0.436 4.762 5.078  0.083
H -1.185 4.799 4.287  0.072
H 1.872 2.669 4.573  0.113
H 2.389 0.590 3.121  0.094
H 0.732 -1.169 1.254  0.153
H 3.303 0.363 0.380  0.084
H 3.093 -0.841 1.810  0.079
H 2.975 -1.378 0.102  0.062
H -0.289 -0.221 -0.916  0.059
H 1.365 0.515 -1.414  0.087
H 1.114 -1.278 -1.232  0.087
C 6.940 2.115 2.267  -0.060
C 5.439 1.885 2.176  -0.495
C 4.664 3.183 2.277  -0.057
O 5.028 1.010 3.228  -0.062
H 7.207 2.568 3.228  0.086
H 7.478 1.166 2.204  0.069
H 7.289 2.768 1.465  0.084
H 5.203 1.392 1.230  0.123
H 4.848 3.671 3.239  0.087
H 3.593 2.979 2.232  0.048
H 4.942 3.873 1.477  0.084
H 5.234 1.437 4.069  0.091
C -4.213 2.431 5.688  -0.063
C -4.174 3.943 5.841  -0.494
C -5.560 4.508 6.111  -0.062
O -3.644 4.530 4.651  -0.074
H -4.846 2.142 4.843  0.078
H -3.213 2.040 5.484  0.078
H -4.598 1.952 6.590  0.083
H -3.503 4.212 6.659  0.141
H -6.238 4.288 5.281  0.081
H -5.519 5.594 6.209  0.082
H -5.985 4.091 7.027  0.084
H -4.230 4.299 3.920  0.081
C 5.740 -2.876 -1.844  -0.061
C 4.703 -3.785 -1.205  -0.494
C 4.724 -5.172 -1.827  -0.062
O 3.403 -3.211 -1.363  -0.082
H 5.541 -2.749 -2.913  0.082
H 5.707 -1.880 -1.395  0.075
H 6.747 -3.279 -1.724  0.084
H 4.893 -3.861 -0.132  0.141
H 4.490 -5.122 -2.895  0.082
H 3.967 -5.810 -1.366  0.081
H 5.700 -5.644 -1.706  0.083
H 3.223 -3.138 -2.308  0.087
C -7.299 -2.888 -0.945  -0.064
C -7.592 -2.460 -2.376  -0.510
C -9.088 -2.375 -2.633  -0.057
O -7.004 -3.394 -3.281  -0.066
H -7.714 -3.880 -0.744  0.086
H -6.221 -2.956 -0.778  0.071
H -7.720 -2.182 -0.227  0.082
H -7.130 -1.488 -2.570  0.124
H -9.563 -3.349 -2.488  0.087
H -9.283 -2.077 -3.665  0.081
H -9.563 -1.653 -1.965  0.082
H -7.404 -4.257 -3.118  0.088
C -6.168 -5.220 -7.849  -0.066
C -7.629 -4.827 -7.690  -0.497
C -7.786 -3.319 -7.570  -0.066
O -8.166 -5.455 -6.528  -0.057
H -5.584 -4.907 -6.978  0.078
H -6.070 -6.305 -7.924  0.080
H -5.732 -4.768 -8.743  0.079
H -8.202 -5.188 -8.547  0.140
H -7.256 -2.941 -6.689  0.074
H -8.837 -3.051 -7.446  0.079
H -7.398 -2.809 -8.455  0.079
H -7.666 -5.142 -5.765  0.072
C 12.123 0.079 3.067  -0.064
C 10.971 0.045 2.075  -0.498
C 10.830 1.371 1.344  -0.068
O 9.757 -0.248 2.767  -0.066
H 11.958 0.848 3.829  0.082
H 12.205 -0.875 3.592  0.081
H 13.071 0.284 2.565  0.081
H 11.133 -0.757 1.352  0.139
H 10.621 2.184 2.047  0.080
H 9.993 1.336 0.644  0.075
H 11.739 1.616 0.791  0.080
H 9.605 0.456 3.409  0.080

- multiplicity = 1
- E (a.u.) = -2323.06078
- total charge = +1

***

# C31H71N2O10P2

3 unconnected molecules or ions with the total composition C31H71N2O10P2 at a distorted geometry (the ωB97M-V functional and the def2-TZVPD basis, the OMol25 dataset).

Each line ends with the Löwdin charge.
Cartesian coordinates (Å):
C 8.913 -5.064 -0.074  -0.105
C 9.207 -3.557 -0.013  -0.226
C 8.420 -2.877 1.122  -0.193
N 7.463 -1.831 0.699  -0.005
C 6.130 -2.307 0.513  -0.356
C 5.246 -1.051 0.342  -0.020
N 4.150 -1.242 -0.661  -0.069
C 3.040 -0.224 -0.532  -0.105
C 1.983 -0.583 0.486  -0.184
C 0.913 0.522 0.482  -0.191
C -0.302 0.137 1.311  -0.188
C -0.938 -1.204 0.902  -0.192
C -1.331 -1.310 -0.589  -0.183
C -0.595 -2.414 -1.343  -0.203
C -0.738 -3.808 -0.695  -0.193
C -0.812 -4.952 -1.715  -0.185
C 0.522 -5.647 -1.997  -0.173
C 1.260 -6.136 -0.756  -0.255
O 0.376 -6.790 0.128  -0.174
C 0.493 -6.410 1.482  -0.100
C 3.698 -2.666 -0.576  -0.092
C 4.814 -3.512 -1.139  -0.153
O 6.088 -3.165 -0.630  -0.060
H 9.659 -5.603 -0.654  0.072
H 7.937 -5.248 -0.521  0.061
H 8.898 -5.478 0.935  0.072
H 8.871 -3.153 -0.969  0.098
H 10.277 -3.408 0.101  0.104
H 9.143 -2.376 1.766  0.112
H 7.924 -3.609 1.756  0.114
H 7.773 -1.499 -0.211  0.121
H 5.856 -2.825 1.435  0.160
H 5.871 -0.208 0.062  0.142
H 4.768 -0.818 1.290  0.140
H 4.557 -1.135 -1.590  0.189
H 2.608 -0.114 -1.526  0.144
H 3.501 0.734 -0.292  0.142
H 1.484 -1.513 0.245  0.074
H 2.436 -0.618 1.480  0.131
H 1.351 1.468 0.804  0.118
H 0.601 0.666 -0.556  0.110
H -1.055 0.925 1.271  0.111
H 0.021 0.031 2.350  0.116
H -0.231 -1.991 1.168  0.090
H -1.817 -1.359 1.523  0.110
H -1.181 -0.347 -1.076  0.106
H -2.395 -1.539 -0.644  0.111
H -0.909 -2.449 -2.386  0.110
H 0.480 -2.188 -1.369  0.079
H -1.657 -3.806 -0.106  0.122
H 0.100 -3.948 -0.013  0.078
H -1.187 -4.541 -2.653  0.106
H -1.525 -5.707 -1.395  0.112
H 0.324 -6.521 -2.620  0.115
H 1.186 -5.012 -2.592  0.107
H 1.763 -5.293 -0.266  0.090
H 2.031 -6.852 -1.058  0.124
H 1.534 -6.220 1.760  0.085
H -0.099 -5.513 1.685  0.080
H 0.136 -7.227 2.102  0.091
H 2.797 -2.763 -1.180  0.132
H 3.433 -2.903 0.451  0.147
H 4.580 -4.571 -1.013  0.136
H 4.847 -3.346 -2.221  0.138
O -4.832 0.531 0.093  -0.227
P -6.107 0.278 0.803  0.498
O -7.245 1.170 0.099  -0.191
C -7.592 0.928 -1.270  -0.266
C -8.250 -0.421 -1.478  -0.076
O -5.781 1.168 2.151  -0.229
C -4.405 1.389 2.504  -0.285
C -3.938 2.754 2.048  -0.073
O -6.978 -0.783 1.576  -0.193
C -7.822 -0.508 2.715  -0.238
C -9.122 0.176 2.363  -0.066
H -6.698 1.022 -1.893  0.112
H -8.275 1.728 -1.551  0.120
H -7.559 -1.238 -1.253  0.074
H -8.573 -0.528 -2.514  0.081
H -9.116 -0.538 -0.827  0.070
H -3.773 0.617 2.068  0.084
H -4.338 1.290 3.590  0.117
H -4.221 2.942 1.014  0.075
H -2.855 2.851 2.133  0.065
H -4.400 3.535 2.656  0.078
H -7.274 0.042 3.474  0.113
H -8.032 -1.492 3.134  0.121
H -8.974 1.227 2.122  0.079
H -9.787 0.121 3.225  0.085
H -9.606 -0.306 1.515  0.072
O -1.699 5.062 0.250  -0.214
P -0.652 5.662 -0.600  0.446
O -0.057 6.908 0.243  -0.197
C 0.482 6.678 1.547  -0.265
C 1.745 5.837 1.534  -0.078
O -1.472 6.449 -1.737  -0.207
C -2.809 6.069 -2.094  -0.270
C -3.818 7.012 -1.474  -0.068
O 0.609 5.232 -1.440  -0.192
C 1.178 6.029 -2.503  -0.240
C 1.991 7.211 -2.030  -0.066
H -0.280 6.211 2.175  0.112
H 0.693 7.663 1.959  0.121
H 1.541 4.824 1.176  0.063
H 2.158 5.764 2.541  0.080
H 2.498 6.270 0.877  0.063
H -3.009 5.040 -1.797  0.105
H -2.864 6.113 -3.182  0.117
H -3.612 7.153 -0.414  0.079
H -4.829 6.622 -1.588  0.079
H -3.769 7.992 -1.951  0.077
H 0.405 6.334 -3.205  0.115
H 1.827 5.336 -3.038  0.117
H 1.359 8.017 -1.663  0.081
H 2.568 7.595 -2.873  0.085
H 2.679 6.927 -1.235  0.066

- multiplicity = 1
- E (a.u.) = -2768.24603
- total charge = +1

***

# C31H72INNbO10P2

A molecular structure, C31H72INNbO10P2 at a distorted geometry (the ωB97M-V functional and the def2-TZVPD basis, the OMol25 dataset).

Each line ends with the Löwdin charge.
Cartesian coordinates (Å):
C -0.350 -4.167 -6.487  -0.110
C 0.712 -2.918 -6.744  -0.252
O 2.019 -3.258 -6.119  -0.234
C 1.844 -3.127 -4.651  -0.233
C 2.909 -2.081 -3.949  -0.193
C 3.179 -2.348 -2.355  -0.227
C 1.804 -2.191 -1.413  -0.330
C 1.552 -0.664 -0.879  -0.404
Nb -0.446 -0.298 0.159  1.448
C -2.431 0.025 1.242  -0.408
C -2.346 0.069 2.874  -0.262
C -3.839 -0.416 3.449  -0.268
O -3.981 -1.876 3.545  -0.162
C 0.660 1.009 1.655  -0.440
C 0.630 2.621 1.367  -0.783
C -0.865 3.290 1.279  -0.191
I 1.964 3.237 -0.314  0.754
O -0.780 1.278 -1.213  -0.443
C -0.752 0.821 -2.610  -0.358
N -0.374 0.407 -3.801  0.074
P 0.021 -2.424 1.537  0.675
C 1.365 -1.914 2.839  -0.381
O -1.386 -2.968 2.402  -0.469
P -1.747 -1.808 -1.486  0.743
C -3.501 -1.157 -1.826  -0.477
C -3.752 -0.579 -3.351  -0.196
C -1.725 -3.634 -0.933  -0.518
C -2.652 -4.467 -2.049  -0.212
H -1.210 -3.714 -5.811  0.071
H 0.126 -5.044 -5.843  0.088
H -0.733 -4.542 -7.539  0.073
H 0.899 -2.787 -7.913  0.121
H 0.298 -1.877 -6.368  0.125
H 1.933 -4.160 -4.092  0.128
H 0.760 -2.712 -4.377  0.117
H 3.952 -2.275 -4.496  0.111
H 2.652 -0.944 -4.205  0.119
H 3.514 -3.489 -2.261  0.104
H 4.070 -1.692 -1.972  0.105
H 0.943 -2.651 -2.056  0.048
H 1.986 -2.952 -0.511  0.073
H 1.796 0.083 -1.766  0.043
H 2.406 -0.457 -0.071  0.035
H -3.113 -0.914 0.965  0.042
H -2.945 0.951 0.738  0.036
H -1.458 -0.540 3.347  0.077
H -2.222 1.180 3.294  0.097
H -4.730 -0.020 2.803  0.113
H -3.968 0.057 4.537  0.108
H -4.984 -2.033 3.589  0.101
H 1.815 0.703 1.673  0.034
H 0.313 0.874 2.790  0.051
H 1.145 3.124 2.321  0.074
H -0.854 4.357 1.813  0.083
H -1.135 3.512 0.150  0.057
H -1.718 2.666 1.782  0.056
H 1.772 -2.950 3.268  0.035
H 2.266 -1.435 2.235  0.038
H 0.927 -1.209 3.664  0.026
H -1.419 -3.978 2.369  0.051
H -3.902 -0.341 -1.090  0.050
H -4.239 -2.089 -1.712  0.073
H -2.877 -0.790 -4.100  0.052
H -4.809 -0.952 -3.722  0.071
H -3.828 0.606 -3.231  0.050
H -0.600 -4.011 -0.928  0.057
H -2.276 -3.778 0.090  0.054
H -2.367 -5.603 -2.056  0.063
H -3.768 -4.376 -1.635  0.066
H -2.654 -3.955 -3.101  0.054
C 2.491 -2.869 6.711  -0.107
O 2.978 -3.966 5.941  -0.202
C 3.733 -4.891 6.732  -0.195
C 2.885 -6.102 7.138  -0.197
O 1.813 -5.725 8.008  -0.201
C 0.576 -5.590 7.316  -0.109
H 1.691 -2.385 6.142  0.084
H 2.089 -3.184 7.675  0.081
H 3.297 -2.146 6.865  0.087
H 4.158 -4.393 7.611  0.123
H 4.561 -5.241 6.107  0.121
H 3.518 -6.800 7.696  0.119
H 2.502 -6.632 6.257  0.124
H 0.143 -6.579 7.142  0.085
H 0.691 -5.069 6.361  0.085
H -0.106 -5.012 7.944  0.090
C 5.691 5.033 -0.737  -0.119
O 5.029 5.195 -1.989  -0.212
C 3.997 6.187 -1.934  -0.218
C 4.480 7.528 -2.496  -0.194
O 5.521 8.092 -1.691  -0.199
C 6.816 7.849 -2.232  -0.117
H 6.637 4.512 -0.918  0.089
H 5.906 5.987 -0.254  0.081
H 5.074 4.416 -0.076  0.050
H 3.622 6.299 -0.910  0.111
H 3.175 5.825 -2.558  0.116
H 3.645 8.236 -2.478  0.121
H 4.808 7.427 -3.538  0.123
H 7.009 8.551 -3.048  0.083
H 6.926 6.825 -2.598  0.083
H 7.553 8.015 -1.443  0.087
C -6.124 2.478 0.111  -0.108
O -4.725 2.652 -0.096  -0.212
C -4.378 2.664 -1.486  -0.201
C -4.203 4.095 -2.006  -0.180
O -5.435 4.823 -1.968  -0.198
C -5.527 5.671 -0.828  -0.116
H -6.355 2.782 1.137  0.088
H -6.723 3.080 -0.573  0.080
H -6.381 1.421 -0.006  0.086
H -5.123 2.117 -2.076  0.119
H -3.422 2.141 -1.580  0.096
H -3.892 4.050 -3.056  0.126
H -3.421 4.626 -1.451  0.123
H -4.946 6.581 -1.000  0.084
H -5.174 5.179 0.083  0.083
H -6.577 5.944 -0.689  0.086

- multiplicity = 1
- E (a.u.) = -3068.27444
- total charge = -1